# 1
Formula: C3H4N2O
Source: the Open Molecules 2025 dataset
Level of theory: wB97M-V/def2-TZVPD

Properties
ΔE to the lowest compared entry with this formula, charge and spin	47.29	kcal/mol
HOMO level	-8.61	eV
E_tot	-301.4119	Ha
lowest unoccupied orbital energy	0.031	hartree
SMILES	Nc1ccno1
max |F|	0.50	eV/A

ORCA input file:
```
! RIJCOSX wB97M-V def2-TZVPD def2/J DEFGRID3
* xyz 0 1
O -0.05 -1.21 0.82
N -1.42 -0.93 1.01
N 1.77 -0.12 -0.25
C -1.66 0.11 0.26
C 0.44 -0.30 -0.03
C -0.53 0.52 -0.49
H -0.43 1.19 -1.32
H 1.98 0.86 -0.35
H -2.62 0.60 0.31
H 2.52 -0.73 0.05
*
```

# 2
Formula: C4H6N2
Source: the Open Molecules 2025 dataset
Level of theory: wB97M-V/def2-TZVPD

Properties
ΔE to the lowest compared entry with this formula, charge and spin	72.04	kcal/mol
HOMO level	-8.70	eV
E_tot	-265.4208	Ha
lowest unoccupied orbital energy	0.026	hartree
max |F|	4.77	eV/A

ORCA input file:
```
! RIJCOSX wB97M-V def2-TZVPD def2/J DEFGRID3
* xyz 0 1
N -1.92 0.70 0.00
N -0.50 -0.96 -0.16
C -1.80 -0.56 0.02
C 1.67 0.07 0.04
C -0.63 1.24 -0.09
C 0.22 0.19 -0.16
H 2.04 0.14 1.34
H 2.25 1.04 -0.82
H 2.10 -1.12 -0.42
H -0.15 -1.86 0.14
H -0.61 2.39 0.07
H -2.67 -1.28 0.03
*
```

# 3
Formula: C13H13BrGaN4O4
Source: the Open Molecules 2025 dataset
Level of theory: wB97M-V/def2-TZVPD

Properties
HOMO level	-13.32	eV
E_tot	-5521.7084	Ha
lowest unoccupied orbital energy	-0.162	hartree
max |F|	0.93	eV/A

ORCA input file:
```
! RIJCOSX wB97M-V def2-TZVPD def2/J DEFGRID3
* xyz 1 1
Br 1.84 2.64 1.06
Ga 0.36 -0.44 0.32
O -1.22 -1.19 -0.29
O 3.10 -3.13 0.92
O 1.17 -2.02 0.72
O 2.11 -0.02 -0.47
N -0.60 1.27 0.71
N -2.67 -5.11 -2.29
N -4.37 -1.42 -0.30
N -1.17 -2.39 -0.89
C 4.15 -0.37 0.81
C -2.52 -4.11 -1.74
C -0.76 3.65 0.78
C 2.48 -2.18 0.57
C 3.18 -1.02 -0.15
C 3.82 -1.49 -1.44
C -1.95 1.21 0.67
C -2.36 -2.85 -1.08
C -0.02 2.49 0.80
C -3.51 -2.09 -0.66
C -2.14 3.57 0.66
C -4.25 2.16 0.51
C -2.76 2.33 0.62
H 3.08 -1.91 -2.12
H 4.71 0.43 0.32
H 4.54 -2.27 -1.20
H 3.63 0.05 1.67
H 4.84 -1.13 1.17
H -4.52 1.79 -0.48
H 4.35 -0.67 -1.93
H -2.73 4.47 0.64
H -2.39 0.22 0.67
H -4.76 3.11 0.68
H 2.22 0.37 -1.34
H -0.26 4.60 0.86
H -4.62 1.43 1.24
*
```